Record 1
{"formula": "C60H50N10O20", "method": "ωB97M-V/def2-TZVPD", "orbital_gap_ev": 8.80, "smiles": "O=[N+]([O-])c1ccccc1.O=[N+]([O-])c1ccccc1.O=[N+]([O-])c1ccccc1.O=[N+]([O-])c1ccccc1.O=[N+]([O-])c1ccccc1.O=[N+]([O-])c1ccccc1.O=[N+]([O-])c1ccccc1.O=[N+]([O-])c1ccccc1.O=[N+]([O-])c1ccccc1.O=[N+]([O-])c1ccccc1", "lumo_ev": -0.9, "fmax_ha_per_bohr": 0.072, "energy_ev": -118853.2843, "e_above_lowest_kj_mol": 220.9, "charge": 0, "symbols": ["C", "C", "C", "C", "C", "C", "N", "O", "O", "H", "H", "H", "H", "H", "C", "C", "C", "C", "C", "C", "N", "O", "O", "H", "H", "H", "H", "H", "C", "C", "C", "C", "C", "C", "N", "O", "O", "H", "H", "H", "H", "H", "C", "C", "C", "C", "C", "C", "N", "O", "O", "H", "H", "H", "H", "H", "C", "C", "C", "C", "C", "C", "N", "O", "O", "H", "H", "H", "H", "H", "C", "C", "C", "C", "C", "C", "N", "O", "O", "H", "H", "H", "H", "H", "C", "C", "C", "C", "C", "C", "N", "O", "O", "H", "H", "H", "H", "H", "C", "C", "C", "C", "C", "C", "N", "O", "O", "H", "H", "H", "H", "H", "C", "C", "C", "C", "C", "C", "N", "O", "O", "H", "H", "H", "H", "H", "C", "C", "C", "C", "C", "C", "N", "O", "O", "H", "H", "H", "H", "H"], "coordinates": [[-1.4116, 1.8068, 3.8331], [-1.7993, 0.5115, 3.3862], [-1.9257, -0.5183, 4.2999], [-1.4947, -0.2721, 5.6086], [-1.0999, 0.9721, 6.0504], [-1.0462, 2.0157, 5.1448], [-1.4377, -1.3503, 6.5821], [-2.0012, -2.3593, 6.2657], [-0.7463, -1.2947, 7.6025], [-1.2404, 2.5868, 3.0358], [-2.0549, 0.3931, 2.2704], [-2.2487, -1.5084, 3.9427], [-0.6151, 1.1909, 7.0154], [-0.6705, 2.9868, 5.3121], [-2.5604, 3.2709, -3.3002], [-3.4010, 2.7516, -4.2968], [-4.0947, 1.5332, -4.0981], [-3.8663, 0.8975, -2.8901], [-3.0063, 1.3431, -1.8945], [-2.3000, 2.5242, -2.1740], [-4.6232, -0.3995, -2.7416], [-4.9120, -0.8301, -1.6351], [-5.0188, -0.9372, -3.7403], [-2.0769, 4.2364, -3.4913], [-3.5910, 3.2621, -5.2145], [-4.7432, 1.2082, -4.8325], [-2.7496, 0.8096, -1.0010], [-1.5650, 2.9063, -1.4802], [2.6450, -2.7165, 0.0390], [1.5815, -2.3176, 0.7615], [0.9430, -1.1164, 0.5069], [1.4091, -0.3634, -0.5363], [2.5648, -0.7060, -1.2889], [3.1194, -1.9038, -1.0033], [0.7589, 0.8684, -0.8627], [-0.3087, 1.1174, -0.2678], [1.3590, 1.6796, -1.5400], [3.0841, -3.7273, 0.1991], [1.1366, -2.9009, 1.5491], [0.0360, -0.7925, 1.0513], [2.9259, -0.0165, -2.0399], [3.9752, -2.2607, -1.5771], [3.7191, 6.4981, -0.4926], [2.3648, 6.4507, -0.2767], [1.5278, 5.8317, -1.2105], [2.1148, 5.2990, -2.2789], [3.4465, 5.4151, -2.6268], [4.2752, 5.9760, -1.6418], [1.3377, 4.5273, -3.2345], [0.1477, 4.4602, -3.0698], [1.8925, 3.9219, -4.1345], [4.4677, 6.9542, 0.1699], [1.8330, 6.8470, 0.6072], [0.5270, 5.6135, -0.9465], [3.7223, 4.9256, -3.5140], [5.3166, 6.1914, -1.8421], [-4.9748, -3.8856, 2.0692], [-4.4698, -2.5909, 2.1990], [-3.7525, -2.1767, 1.1093], [-3.5175, -2.9658, -0.0261], [-4.1077, -4.2182, -0.1108], [-4.7624, -4.7366, 0.9994], [-2.6432, -2.5516, -1.1921], [-2.7422, -3.1684, -2.2316], [-1.8373, -1.6445, -1.0192], [-5.7011, -4.3415, 2.7830], [-4.7262, -1.8820, 2.9787], [-3.2362, -1.1996, 1.1020], [-3.9218, -4.7467, -1.0186], [-5.0972, -5.7534, 1.0199], [4.5768, 2.3732, -1.8332], [5.7981, 2.9480, -1.5330], [6.7117, 3.1133, -2.5234], [6.4245, 2.7757, -3.8402], [5.1557, 2.2545, -4.1466], [4.2691, 1.9721, -3.1036], [7.3372, 2.9832, -4.9365], [6.8823, 3.1564, -6.0405], [8.4936, 3.0765, -4.6560], [3.8626, 2.1613, -1.0123], [6.0009, 3.1890, -0.5185], [7.6888, 3.6273, -2.3044], [4.8094, 2.0638, -5.1952], [3.3019, 1.5002, -3.2216], [-0.1173, -6.9788, 0.2005], [-0.2901, -7.3576, 1.4698], [-0.5436, -6.3889, 2.4425], [-0.6495, -5.1104, 2.0297], [-0.5104, -4.7218, 0.6632], [-0.1954, -5.6953, -0.2319], [-0.7810, -4.0968, 2.9801], [-0.3996, -4.3783, 4.1031], [-1.1802, -3.0079, 2.6104], [0.0903, -7.7802, -0.4730], [-0.3448, -8.3936, 1.6819], [-0.6369, -6.6483, 3.5283], [-0.5133, -3.7454, 0.2796], [-0.0641, -5.3594, -1.2081], [3.3512, -2.5684, 4.1311], [2.2303, -1.8023, 4.5088], [1.9633, -0.6387, 3.8456], [2.7855, -0.2256, 2.8480], [3.9126, -0.8639, 2.5185], [4.1660, -2.1135, 3.0692], [2.4100, 1.0264, 2.1590], [1.2482, 1.3607, 2.2192], [3.2952, 1.6945, 1.6893], [3.5743, -3.4908, 4.6925], [1.5656, -2.1156, 5.3104], [1.0475, -0.1405, 4.1705], [4.5154, -0.4187, 1.7372], [5.0228, -2.6983, 2.7377], [-4.9514, 2.7121, 0.5637], [-5.4844, 1.4449, 0.8001], [-5.5013, 0.9077, 2.0312], [-4.9611, 1.6469, 3.0845], [-4.4811, 2.9175, 2.9049], [-4.4601, 3.4527, 1.6409], [-4.9014, 1.0380, 4.3958], [-4.9956, -0.1665, 4.4847], [-4.7385, 1.7880, 5.3260], [-4.9754, 3.1563, -0.4089], [-5.8614, 0.9306, -0.0579], [-5.9407, -0.0486, 2.1101], [-4.0996, 3.4651, 3.7527], [-4.1861, 4.5055, 1.4750], [1.1849, 0.5556, -4.7420], [2.1887, -0.2830, -5.1555], [2.1651, -1.5999, -4.7040], [1.0836, -2.0969, -4.0119], [0.0682, -1.2741, -3.7082], [0.1089, 0.0679, -4.0219], [0.9254, -3.5210, -3.6721], [1.4320, -4.3816, -4.3515], [0.1510, -3.7573, -2.7272], [1.1483, 1.6383, -5.0382], [2.9962, -0.0050, -5.8546], [3.0039, -2.2772, -5.0435], [-0.6302, -1.6665, -3.0200], [-0.6839, 0.6823, -3.6207]]}

=====

Record 2
{"formula": "C33H46BiClN5S", "method": "ωB97M-V/def2-TZVPD", "orbital_gap_ev": 6.86, "lumo_ev": 2.7, "fmax_ha_per_bohr": 0.039, "energy_ev": -71615.7516, "e_above_lowest_kj_mol": 4.3, "charge": -1, "symbols": ["Bi", "C", "C", "C", "C", "C", "C", "C", "C", "C", "C", "C", "C", "H", "H", "H", "H", "H", "H", "H", "H", "H", "H", "H", "H", "H", "H", "H", "H", "H", "H", "C", "C", "N", "C", "S", "N", "N", "C", "C", "C", "C", "C", "C", "C", "N", "H", "H", "H", "H", "H", "H", "H", "H", "H", "H", "H", "H", "H", "C", "C", "C", "C", "N", "H", "H", "H", "H", "H", "H", "H", "H", "H", "Cl", "C", "C", "C", "C", "C", "C", "C", "H", "H", "H", "H", "H", "H"], "coordinates": [[-0.3728, -0.1549, 0.3924], [1.6605, 3.1064, -2.4432], [0.6975, 3.0000, -1.2957], [1.1567, 3.0024, 0.0219], [2.6351, 2.8771, 0.2842], [0.2426, 3.0560, 1.0763], [0.7028, 3.1177, 2.5056], [-1.1281, 3.0366, 0.8043], [-2.1291, 3.0050, 1.9265], [-1.5835, 2.9845, -0.5128], [-3.0626, 3.0202, -0.7895], [-0.6698, 2.9201, -1.5639], [-1.1516, 2.6821, -2.9678], [1.8545, 2.1223, -2.8715], [2.6027, 3.5518, -2.1358], [1.2351, 3.7329, -3.2250], [2.8217, 2.3957, 1.2389], [3.1268, 3.8525, 0.2830], [3.0932, 2.2551, -0.4800], [0.5916, 2.1279, 2.9546], [0.1020, 3.8300, 3.0681], [1.7378, 3.4355, 2.5854], [-1.6811, 2.5962, 2.8249], [-2.9665, 2.3638, 1.6623], [-2.5114, 4.0059, 2.1431], [-3.4892, 2.0197, -0.7045], [-3.2677, 3.3980, -1.7870], [-3.5676, 3.6681, -0.0762], [-1.9900, 1.9886, -2.9552], [-0.3670, 2.2201, -3.5584], [-1.4662, 3.6047, -3.4603], [-1.7672, -3.6007, -4.8008], [-2.2547, -2.3955, -3.9968], [-1.3709, -1.2623, -4.0801], [-0.1826, -1.2133, -3.3926], [0.9525, -0.1101, -3.9788], [0.0345, -2.1222, -2.4780], [0.7931, -1.9452, -1.4324], [1.5415, -2.8956, -0.9597], [1.6435, -4.2339, -1.6502], [2.3448, -2.5154, 0.1695], [3.4936, -3.2116, 0.6001], [4.2634, -2.6788, 1.6095], [3.8936, -1.4728, 2.1993], [2.7402, -0.8627, 1.7349], [2.0094, -1.3660, 0.7706], [-2.5220, -4.3831, -4.7931], [-0.8508, -3.9775, -4.3565], [-1.5618, -3.3147, -5.8305], [-2.3317, -2.6771, -2.9446], [-3.2460, -2.0877, -4.3479], [-1.3296, -0.7859, -4.9725], [0.6516, -4.4895, -2.0270], [1.9921, -5.0273, -0.9927], [2.3086, -4.1598, -2.5124], [3.7949, -4.1291, 0.1193], [5.1598, -3.1882, 1.9398], [4.4854, -1.0264, 2.9819], [2.3571, 0.0570, 2.1538], [-0.0607, -0.4454, 4.7132], [-0.8263, -0.8727, 3.4408], [-2.3245, -0.5728, 3.6620], [-0.6501, -2.3911, 3.2599], [-0.3063, -0.1738, 2.3308], [-0.4296, -0.9727, 5.5933], [-0.1863, 0.6238, 4.8709], [0.9998, -0.6555, 4.5901], [-2.7373, -1.2129, 4.4412], [-2.8727, -0.7396, 2.7402], [-2.4508, 0.4660, 3.9526], [-0.9938, -2.9290, 4.1436], [0.3977, -2.6156, 3.0799], [-1.2200, -2.7203, 2.3979], [-6.7158, -3.4465, 3.0511], [-5.4170, -2.8439, 2.0548], [-5.4890, -1.5601, 1.5344], [-4.4603, -1.0936, 0.7441], [-3.3416, -1.8867, 0.4402], [-2.2953, -1.4154, -0.4262], [-3.3049, -3.1741, 1.0018], [-4.3198, -3.6518, 1.8011], [-6.3540, -0.9395, 1.7328], [-4.5118, -0.0924, 0.3360], [-2.6221, -0.6599, -1.1339], [-1.7522, -2.2087, -0.9215], [-2.4619, -3.8092, 0.7757], [-4.2767, -4.6510, 2.2123]]}

=====

Record 3
{"formula": "C5H10O", "method": "ωB97M-V/def2-TZVPD", "orbital_gap_ev": 9.02, "lumo_ev": 0.6, "fmax_ha_per_bohr": 0.117, "energy_ev": -7388.6949, "e_above_lowest_kj_mol": 585.7, "charge": 0, "symbols": ["O", "C", "C", "C", "C", "C", "H", "H", "H", "H", "H", "H", "H", "H", "H", "H"], "coordinates": [[-1.1597, -0.7012, 2.0801], [-1.4058, -0.3414, 0.7822], [-0.5249, 0.0239, -0.2969], [0.2264, 1.3471, -0.4156], [1.4415, 0.6103, -0.9705], [0.8519, -0.6393, -0.2601], [-0.1959, -0.6812, 2.0922], [-1.2452, -1.8874, 0.1169], [-2.4668, -0.2047, 0.8870], [-1.0387, -0.2051, -1.2493], [0.4125, 1.7813, 0.5709], [-0.2812, 2.0655, -1.0597], [1.4104, 0.5432, -2.0619], [2.4274, 0.9694, -0.6644], [1.2804, -0.6957, 0.7545], [0.2679, -1.9846, -0.3055]]}

=====

Record 4
{"formula": "C6H15N", "method": "ωB97M-V/def2-TZVPD", "orbital_gap_ev": [5.14, 5.34], "lumo_ev": [4.3, 4.3], "fmax_ha_per_bohr": 0.084, "s_squared": 0.76, "multiplicity": 2, "energy_ev": -7947.8380, "e_above_lowest_kj_mol": 579.4, "charge": -1, "symbols": ["C", "C", "N", "C", "C", "C", "C", "H", "H", "H", "H", "H", "H", "H", "H", "H", "H", "H", "H", "H", "H", "H"], "coordinates": [[0.0570, -0.9001, 1.4712], [-0.6104, -1.3599, 0.2853], [-0.5841, -0.5618, -0.9352], [1.9633, 1.3573, 0.7611], [0.7292, 1.2442, -0.2068], [0.7195, 0.0502, -1.0632], [0.9915, 0.3493, -2.6389], [0.7231, -1.5022, 2.0908], [-0.6775, -0.3158, 2.1469], [-6.4918, -1.7619, 1.8686], [-6.4915, -1.9777, 2.5967], [-1.1180, -2.3022, 0.3324], [-1.0606, -0.2014, 0.0866], [1.9310, 2.2651, 1.3290], [1.8753, 0.4682, 1.5964], [2.9220, 1.2984, 0.2416], [0.6604, 2.1510, -0.7616], [-0.1311, 1.2482, 0.4530], [1.5386, -0.5571, -0.7680], [0.3375, 1.0585, -2.9496], [2.0294, 0.5629, -2.8942], [0.6873, -0.6132, -3.0420]]}

=====

Record 5
{"formula": "CH3FOS", "method": "ωB97M-V/def2-TZVPD", "orbital_gap_ev": 10.28, "lumo_ev": 0.5, "fmax_ha_per_bohr": 0.081, "energy_ev": -16683.1392, "e_above_lowest_kj_mol": 226.6, "charge": 0, "symbols": ["C", "O", "F", "S", "H", "H", "H"], "coordinates": [[-2.2166, -0.2389, -0.1457], [-2.4297, 0.9529, 0.2677], [-0.9453, -0.6169, -0.0837], [2.5078, 0.0605, -0.1512], [1.2943, -0.7962, -0.2450], [-1.6055, 1.4508, 0.6969], [3.3950, -0.8122, -0.3391]]}

=====

Record 6
{"formula": "C4H9N2O2", "method": "ωB97M-V/def2-TZVPD", "orbital_gap_ev": 9.88, "smiles": "C=[N+]([O-])C/C=[N+](/C)O", "lumo_ev": -4.4, "fmax_ha_per_bohr": 0.074, "energy_ev": -11357.1818, "e_above_lowest_kj_mol": 558.2, "charge": 1, "symbols": ["C", "C", "C", "C", "N", "N", "O", "O", "H", "H", "H", "H", "H", "H", "H", "H", "H"], "coordinates": [[-1.9114, 0.9902, -2.1593], [2.1997, -0.9471, 1.2807], [-1.0610, 0.3717, 0.0057], [-0.0447, -0.6056, 0.3708], [-0.9529, 1.0416, -1.3289], [1.1477, -0.2917, 0.5026], [0.0691, 1.7870, -1.5170], [1.6030, 0.8456, 0.0711], [-1.8199, 1.7500, -2.8689], [-2.6864, 0.4152, -1.9169], [3.1528, -0.2584, 1.3437], [2.3216, -1.9148, 0.8331], [1.7064, -1.0167, 2.2107], [-0.9109, 1.2827, 0.7088], [-2.0450, -0.1183, 0.1485], [1.0004, 1.5004, -0.6007], [-0.4518, -1.4842, 0.8842]]}

=====

Which formula does entry 5 have?
CH3FOS